C30H55N3O31S7 | ωB97M-V/def2-TZVPD

## Properties
**Lowest unoccupied orbital energy**: 0.176 eV
**Frontier orbital gap**: 0.40126 Ha
**HOMO energy**: -10.74 eV
**Multiplicity**: 1
**F_max**: 3.888 eV/A
**Electronic energy**: -6459.933311 Eh

Element x y z (Å)
C 17.247 7.087 15.219
C 18.247 6.146 14.598
O 17.669 5.765 13.315
S 17.182 7.203 12.678
O 16.030 7.012 11.919
O 18.391 7.815 12.185
O 16.770 7.949 14.078
H 17.650 7.802 15.927
H 16.394 6.511 15.601
H 18.270 5.233 15.155
H 19.265 6.557 14.490
C 13.149 9.182 19.288
C 11.992 8.392 18.739
O 12.571 7.435 17.776
S 14.070 7.786 17.501
O 14.226 7.855 16.081
O 14.843 6.941 18.384
O 14.018 9.315 18.116
H 13.783 8.699 20.046
H 12.869 10.211 19.503
H 11.377 9.090 18.142
H 11.458 7.949 19.589
C 20.601 10.393 12.620
C 19.085 10.771 12.575
O 18.593 10.439 13.914
S 19.815 10.150 14.865
O 19.498 9.079 15.728
O 20.345 11.432 15.229
O 20.832 9.528 13.766
H 21.236 11.280 12.746
H 20.824 9.849 11.690
H 18.488 10.098 11.974
H 18.961 11.866 12.498
C 15.503 14.846 10.332
C 15.611 13.632 9.336
O 16.105 14.169 8.112
S 15.676 15.742 8.006
O 14.560 15.798 7.142
O 16.908 16.464 7.884
O 15.150 15.940 9.545
H 16.522 14.973 10.709
H 14.672 14.749 11.071
H 14.653 13.215 9.082
H 16.347 12.910 9.722
C 10.714 13.536 12.347
C 11.125 14.266 11.068
O 10.207 13.836 10.097
S 8.800 13.413 10.777
O 8.793 11.999 10.547
O 7.837 14.418 10.516
O 9.247 13.564 12.346
H 11.039 14.073 13.282
H 11.014 12.492 12.442
H 12.122 13.889 10.799
H 11.273 15.344 11.203
C 9.412 10.588 13.445
C 8.549 10.382 14.658
O 8.878 8.984 15.048
S 10.487 8.893 14.869
O 10.832 7.603 14.472
O 11.118 9.575 15.954
O 10.641 9.849 13.610
H 9.577 11.656 13.330
H 9.011 10.337 12.499
H 7.495 10.402 14.449
H 8.875 10.999 15.500
C 15.195 10.852 15.137
C 13.982 10.354 14.465
O 14.096 11.023 13.160
S 14.620 12.463 13.374
O 13.570 13.411 13.424
O 15.763 12.658 12.554
O 15.178 12.319 14.877
H 16.110 10.495 14.613
H 15.205 10.678 16.171
H 13.084 10.665 15.042
H 14.073 9.269 14.325
C 19.285 6.682 18.418
C 19.356 7.585 19.710
C 19.339 9.046 19.321
C 18.012 9.394 18.763
N 16.935 9.473 18.318
H 20.245 6.854 17.956
H 18.455 6.973 17.805
H 19.309 5.620 18.630
H 20.195 7.302 20.286
H 18.491 7.481 20.373
H 20.164 9.241 18.596
H 19.453 9.576 20.224
C 12.644 15.242 18.795
C 13.836 14.390 18.249
C 13.596 12.904 18.197
C 12.532 12.544 17.217
N 11.698 12.459 16.427
H 12.741 15.468 19.839
H 11.685 14.713 18.677
H 12.519 16.131 18.255
H 14.669 14.486 18.977
H 14.135 14.705 17.255
H 13.336 12.543 19.178
H 14.471 12.339 17.917
C 14.175 8.470 8.253
C 13.120 7.935 9.210
C 13.183 8.571 10.643
C 12.964 10.027 10.576
N 12.696 11.174 10.501
H 13.869 9.367 7.738
H 14.489 7.702 7.495
H 15.147 8.607 8.772
H 13.199 6.878 9.292
H 12.128 8.125 8.790
H 14.193 8.516 11.025
H 12.442 8.216 11.321
C 18.521 14.215 15.667
C 18.903 13.761 17.060
C 19.700 14.683 17.971
O 19.165 14.364 19.285
C 17.904 13.857 19.147
O 17.167 13.573 20.000
O 17.687 13.654 17.814
H 19.355 14.018 14.999
H 18.281 15.264 15.737
H 17.643 13.686 15.327
H 19.420 12.791 17.122
H 19.497 15.791 17.816
H 20.752 14.548 18.079

Here are the Mulliken charges for atoms 1 to 8, given in e:
1 C 0.2610
2 C -0.3512
3 O -0.4525
4 S 1.1210
5 O -0.5527
6 O -0.6233
7 O -0.0026
8 H -0.4334